{"formula": "C46H99F6N5O20S5", "method": "wB97M-V/def2-TZVPD", "max_force_ev_per_a": 4.41, "homo_energy_ev": -8.3, "total_energy_ha": -6180.559871, "homo_lumo_gap_ev": 8.2, "symbols": ["C", "C", "C", "C", "N", "C", "C", "C", "C", "C", "H", "H", "H", "H", "H", "H", "H", "H", "H", "H", "H", "H", "H", "H", "H", "H", "H", "H", "H", "H", "C", "F", "F", "F", "S", "O", "O", "N", "S", "O", "O", "C", "F", "F", "F", "C", "S", "O", "C", "H", "H", "H", "H", "H", "H", "C", "S", "O", "C", "H", "H", "H", "H", "H", "H", "C", "S", "O", "C", "H", "H", "H", "H", "H", "H", "C", "O", "N", "C", "C", "H", "H", "H", "H", "H", "H", "H", "C", "O", "N", "C", "C", "H", "H", "H", "H", "H", "H", "H", "C", "O", "N", "C", "C", "H", "H", "H", "H", "H", "H", "H", "O", "C", "O", "C", "C", "C", "H", "H", "H", "H", "H", "H", "H", "H", "O", "C", "O", "C", "C", "C", "H", "H", "H", "H", "H", "H", "H", "H", "O", "C", "O", "C", "C", "C", "H", "H", "H", "H", "H", "H", "H", "H", "O", "C", "O", "C", "C", "C", "H", "H", "H", "H", "H", "H", "H", "H", "O", "C", "O", "C", "C", "C", "H", "H", "H", "H", "H", "H", "H", "H"], "positions_angstrom": [[24.94, 24.39, -3.18], [24.75, 24.52, -1.69], [23.25, 24.56, -1.33], [23.11, 24.88, 0.15], [21.72, 24.61, 0.67], [20.70, 25.45, -0.07], [19.69, 25.91, 0.98], [20.52, 26.21, 2.20], [21.64, 25.19, 2.09], [21.30, 23.16, 0.67], [24.26, 23.71, -3.69], [25.92, 23.95, -3.40], [24.95, 25.39, -3.61], [25.38, 25.26, -1.20], [25.19, 23.62, -1.23], [22.85, 23.59, -1.60], [22.87, 25.39, -1.93], [23.30, 25.94, 0.30], [23.76, 24.28, 0.77], [20.27, 24.86, -0.88], [21.22, 26.28, -0.55], [18.95, 25.14, 1.21], [19.13, 26.77, 0.59], [19.88, 26.11, 3.08], [20.89, 27.23, 2.15], [21.38, 24.30, 2.67], [22.61, 25.47, 2.51], [22.10, 22.66, 1.21], [21.17, 22.78, -0.34], [20.38, 23.17, 1.24], [22.97, 29.14, 3.52], [22.13, 28.23, 4.03], [22.36, 30.22, 3.12], [23.83, 29.42, 4.49], [23.87, 28.34, 2.07], [22.79, 27.91, 1.21], [24.79, 29.33, 1.60], [24.55, 27.06, 2.92], [25.94, 26.85, 2.24], [25.88, 26.78, 0.79], [26.95, 27.73, 2.83], [26.38, 25.10, 2.85], [27.66, 24.90, 2.58], [26.24, 25.03, 4.18], [25.61, 24.20, 2.29], [23.48, 24.66, 5.23], [22.87, 23.02, 4.75], [23.41, 22.79, 3.36], [24.02, 22.03, 5.77], [23.96, 24.63, 6.20], [22.55, 25.19, 5.44], [23.99, 25.03, 4.36], [25.02, 22.16, 5.36], [23.76, 20.97, 5.72], [23.90, 22.30, 6.82], [20.46, 26.42, 5.09], [18.87, 25.75, 4.48], [19.28, 24.66, 3.52], [18.42, 27.15, 3.41], [21.26, 26.14, 4.40], [20.65, 25.95, 6.05], [20.45, 27.50, 5.23], [18.07, 28.01, 3.99], [17.61, 26.82, 2.76], [19.33, 27.49, 2.91], [30.99, 26.03, 1.92], [31.88, 26.34, 3.52], [33.04, 27.25, 3.21], [30.55, 27.36, 4.30], [31.56, 26.50, 1.12], [30.01, 26.51, 1.97], [30.91, 24.95, 1.79], [30.53, 28.29, 3.74], [30.80, 27.50, 5.35], [29.62, 26.80, 4.30], [26.25, 28.00, 6.21], [27.37, 28.29, 6.57], [25.24, 27.83, 7.10], [23.88, 27.53, 6.65], [25.48, 28.00, 8.51], [25.94, 27.83, 5.17], [23.43, 26.75, 7.26], [23.95, 27.30, 5.59], [23.25, 28.40, 6.84], [26.30, 27.34, 8.80], [25.74, 29.04, 8.74], [24.58, 27.92, 9.12], [24.02, 32.37, 1.82], [23.14, 33.00, 2.35], [24.94, 32.90, 0.97], [25.94, 32.03, 0.41], [24.91, 34.28, 0.53], [24.33, 31.32, 2.00], [26.08, 32.17, -0.66], [25.81, 31.00, 0.74], [26.93, 32.29, 0.83], [24.52, 34.30, -0.49], [24.41, 34.93, 1.24], [25.94, 34.67, 0.51], [24.11, 21.03, 0.93], [23.32, 20.92, 0.01], [24.51, 19.96, 1.66], [25.48, 20.01, 2.76], [23.84, 18.67, 1.57], [24.70, 21.92, 1.18], [25.01, 19.94, 3.73], [26.10, 20.90, 2.65], [26.14, 19.16, 2.58], [24.53, 17.87, 1.30], [23.33, 18.46, 2.51], [23.10, 18.71, 0.77], [20.82, 29.74, -2.15], [20.97, 30.07, -1.01], [20.11, 29.85, -0.01], [18.87, 29.21, -0.28], [17.87, 30.18, -0.94], [22.22, 30.70, -0.49], [18.48, 28.99, 0.72], [18.97, 28.29, -0.86], [18.21, 30.43, -1.94], [17.72, 31.00, -0.24], [16.91, 29.66, -1.02], [23.00, 30.53, -1.22], [22.51, 30.19, 0.43], [22.00, 31.76, -0.33], [22.33, 28.58, -3.00], [23.40, 29.11, -2.87], [24.10, 29.66, -3.85], [23.55, 29.68, -5.17], [24.56, 30.17, -6.19], [24.08, 29.26, -1.53], [22.71, 30.37, -5.21], [23.21, 28.68, -5.43], [25.46, 30.72, -5.89], [24.02, 30.91, -6.78], [24.91, 29.38, -6.86], [24.93, 28.58, -1.59], [23.43, 29.00, -0.70], [24.42, 30.29, -1.39], [27.28, 32.94, 4.98], [27.49, 32.21, 4.04], [28.21, 32.58, 2.98], [28.69, 33.91, 2.85], [30.04, 34.15, 3.52], [26.99, 30.79, 4.05], [28.00, 34.65, 3.26], [28.75, 34.08, 1.77], [29.88, 34.58, 4.51], [30.63, 34.88, 2.97], [30.68, 33.27, 3.57], [27.84, 30.11, 4.20], [26.44, 30.52, 3.15], [26.30, 30.75, 4.89], [18.56, 30.50, 3.78], [18.78, 31.51, 3.18], [17.89, 32.43, 2.77], [16.55, 32.42, 3.33], [15.60, 32.03, 2.22], [20.16, 31.82, 2.64], [16.40, 33.46, 3.64], [16.51, 31.80, 4.22], [14.57, 32.19, 2.55], [15.76, 31.03, 1.82], [15.73, 32.72, 1.38], [20.71, 32.58, 3.20], [20.09, 32.03, 1.58], [20.76, 30.95, 2.88], [30.57, 29.31, -0.88], [29.67, 28.96, -0.16], [28.83, 27.98, -0.48], [29.01, 27.31, -1.76], [27.74, 26.59, -2.09], [29.31, 29.65, 1.11], [29.96, 26.79, -1.75], [29.09, 28.18, -2.43], [27.93, 25.91, -2.93], [26.85, 27.12, -2.42], [27.48, 25.89, -1.29], [28.99, 30.69, 0.99], [30.22, 29.80, 1.70], [28.49, 29.11, 1.59]]}